No. 1
{"formula": "C17H27NO2", "method": "wB97M-V/def2-TZVPD", "lumo_ha": 0.03462, "relative_energy_kj_mol": 116.5, "homo_ha": -0.305, "smiles": "Cc1cccc(OCCCCCN2CCOCC2)c1C", "orbital_gap_ha": 0.33988, "species": ["C", "C", "C", "C", "C", "C", "O", "C", "C", "C", "C", "C", "N", "C", "C", "O", "C", "C", "C", "C", "H", "H", "H", "H", "H", "H", "H", "H", "H", "H", "H", "H", "H", "H", "H", "H", "H", "H", "H", "H", "H", "H", "H", "H", "H", "H", "H"], "xyz": [[3.8126, -0.6438, -1.5622], [2.7800, -1.2993, -0.6965], [2.4464, -2.6331, -0.9002], [1.4930, -3.2437, -0.1121], [0.8507, -2.5324, 0.8863], [1.1628, -1.1948, 1.0948], [0.5702, -0.4174, 2.0473], [-0.6020, -0.8785, 2.6822], [-1.2995, 0.3313, 3.3021], [-1.7523, 1.3290, 2.2352], [-3.0040, 0.8857, 1.4783], [-3.1302, 1.6411, 0.1537], [-1.9619, 1.4299, -0.6832], [-1.7533, 2.4842, -1.6578], [-0.4174, 2.2433, -2.3615], [-0.3945, 0.9959, -3.0123], [-0.6354, -0.0413, -2.0886], [-1.9685, 0.1490, -1.3663], [2.1394, -0.5705, 0.3028], [2.4836, 0.8703, 0.5391], [4.5957, -0.1908, -0.9561], [4.2663, -1.3688, -2.2328], [3.3589, 0.1435, -2.1644], [2.9423, -3.1939, -1.6786], [1.2444, -4.2833, -0.2673], [0.1206, -3.0317, 1.5039], [-0.3485, -1.6115, 3.4622], [-1.2630, -1.3630, 1.9532], [-2.1513, -0.0134, 3.8912], [-0.5913, 0.8186, 3.9739], [-0.9448, 1.4537, 1.5133], [-1.9411, 2.2975, 2.7016], [-2.9621, -0.1853, 1.2802], [-3.8973, 1.0710, 2.0784], [-3.1944, 2.7109, 0.3693], [-4.0607, 1.3437, -0.3612], [-1.7219, 3.4467, -1.1425], [-2.5603, 2.5109, -2.4128], [-0.2437, 2.9965, -3.1324], [0.3883, 2.2883, -1.6132], [-0.6345, -0.9700, -2.6617], [0.1723, -0.0753, -1.3439], [-2.0901, -0.6533, -0.6383], [-2.7952, 0.0899, -2.0990], [1.8016, 1.3040, 1.2635], [3.5000, 0.9598, 0.9228], [2.4284, 1.4369, -0.3898]], "atomic_forces_ev_per_a": [[-0.05, -0.01, 0.03], [-0.10, -0.09, 0.10], [0.00, -0.07, -0.03], [0.02, 0.00, -0.06], [-0.22, 0.04, 0.24], [0.18, -0.02, -0.20], [0.23, 0.03, -0.18], [-0.40, -0.05, 0.39], [0.24, -0.03, -0.35], [-0.11, -0.21, 0.14], [0.20, 0.29, -0.12], [-0.04, -0.18, 0.14], [-0.11, 0.08, -0.14], [0.32, -0.06, -0.15], [-0.19, 0.34, 0.07], [-0.03, 0.01, -0.19], [-0.22, -0.30, 0.19], [0.31, -0.05, -0.14], [-0.09, 0.02, 0.21], [-0.09, -0.07, 0.04], [0.09, 0.07, -0.02], [0.05, -0.01, -0.05], [0.04, 0.10, -0.07], [0.06, -0.05, -0.09], [-0.02, -0.08, -0.01], [-0.07, -0.01, 0.07], [-0.03, 0.03, -0.16], [0.08, -0.01, 0.02], [0.00, -0.05, 0.10], [-0.01, -0.05, 0.12], [0.01, 0.10, 0.06], [0.02, 0.08, -0.02], [-0.07, -0.11, 0.01], [-0.05, -0.09, 0.02], [-0.04, 0.01, -0.03], [0.05, 0.10, -0.02], [-0.02, 0.01, -0.03], [0.03, 0.04, 0.04], [0.01, 0.00, 0.09], [-0.04, 0.04, -0.04], [0.01, 0.01, 0.09], [-0.06, -0.04, -0.06], [-0.02, -0.07, -0.01], [0.02, -0.02, 0.07], [0.03, 0.12, -0.02], [0.08, 0.08, 0.02], [0.02, 0.09, -0.04]]}


No. 2
{"formula": "C17H27NO3", "method": "wB97M-V/def2-TZVPD", "lumo_ha": 0.02710, "relative_energy_kj_mol": 150.4, "homo_ha": -0.309, "smiles": "Cc1ccc(C(C)C)c(OC[C@@H](O)CN2CCOCC2)c1", "orbital_gap_ha": 0.33577, "species": ["C", "C", "C", "C", "C", "C", "C", "C", "C", "O", "C", "C", "O", "C", "N", "C", "C", "O", "C", "C", "C", "H", "H", "H", "H", "H", "H", "H", "H", "H", "H", "H", "H", "H", "H", "H", "H", "H", "H", "H", "H", "H", "H", "H", "H", "H", "H", "H"], "xyz": [[-1.9552, 3.2961, 1.4159], [-1.1297, 2.2001, 2.0198], [-0.2967, 2.4312, 3.1011], [0.4579, 1.3992, 3.6305], [0.4106, 0.1189, 3.1059], [1.2479, -0.9966, 3.6866], [0.9418, -1.2023, 5.1711], [2.7370, -0.7120, 3.4745], [-0.4286, -0.1153, 2.0060], [-0.4463, -1.4047, 1.5273], [-1.0843, -1.6919, 0.3039], [-0.2395, -1.1974, -0.8812], [1.0431, -1.7802, -0.8157], [-0.8977, -1.5755, -2.2228], [-0.5209, -0.7902, -3.3732], [-0.9782, 0.5864, -3.3561], [-0.7333, 1.1858, -4.7430], [0.6296, 1.1366, -5.0879], [1.0987, -0.1932, -5.0660], [0.8955, -0.8347, -3.6935], [-1.1861, 0.9207, 1.4794], [-1.6059, 3.5219, 0.4083], [-1.8916, 4.2022, 2.0125], [-2.9997, 2.9959, 1.3463], [-0.2347, 3.4192, 3.5327], [1.1020, 1.6001, 4.4730], [0.9928, -1.9191, 3.1584], [1.4959, -2.0578, 5.5513], [1.2223, -0.3281, 5.7532], [-0.1204, -1.3855, 5.3161], [3.0366, 0.1875, 4.0069], [3.3350, -1.5437, 3.8408], [2.9535, -0.5700, 2.4177], [-1.1410, -2.7839, 0.2703], [-2.1004, -1.2856, 0.2672], [-0.1443, -0.1017, -0.8083], [1.3106, -1.7931, 0.1133], [-0.6361, -2.6158, -2.4338], [-1.9840, -1.5021, -2.1182], [-2.0471, 0.6053, -3.1312], [-0.4439, 1.2011, -2.6111], [-1.0184, 2.2393, -4.7670], [-1.3267, 0.6270, -5.4825], [2.1588, -0.1467, -5.3200], [0.5640, -0.7858, -5.8235], [1.2179, -1.8760, -3.7155], [1.5024, -0.2980, -2.9480], [-1.8401, 0.7547, 0.6366]], "atomic_forces_ev_per_a": [[0.02, -0.02, -0.03], [0.08, -0.01, 0.11], [-0.08, 0.08, -0.06], [-0.05, -0.13, -0.11], [-0.06, -0.27, -0.17], [0.09, -0.01, 0.10], [-0.02, -0.10, -0.24], [-0.20, -0.18, -0.05], [0.11, 0.17, 0.16], [0.14, 0.12, 0.33], [0.00, 0.07, -0.62], [-0.61, 0.10, 0.12], [0.31, -0.22, 0.07], [0.22, 0.07, 0.40], [0.00, 0.08, -0.07], [0.05, 0.06, -0.35], [-0.31, 0.09, 0.25], [0.11, 0.13, 0.02], [0.17, -0.31, 0.17], [0.04, 0.17, -0.37], [-0.06, -0.18, -0.10], [-0.02, 0.07, -0.06], [-0.03, 0.08, 0.00], [-0.08, 0.05, -0.02], [-0.01, 0.11, 0.03], [0.10, 0.00, 0.12], [0.05, 0.12, 0.08], [0.06, -0.07, 0.10], [0.03, 0.10, 0.10], [-0.09, -0.02, 0.08], [0.07, 0.12, 0.05], [0.12, -0.06, 0.05], [0.08, 0.04, -0.09], [-0.05, 0.10, -0.04], [0.05, -0.01, 0.02], [-0.07, -0.15, -0.04], [0.01, 0.06, -0.08], [-0.09, -0.05, 0.10], [-0.02, -0.05, 0.02], [-0.02, 0.05, 0.01], [-0.06, -0.01, 0.00], [-0.05, -0.07, 0.00], [0.01, 0.06, 0.06], [-0.05, -0.07, 0.00], [0.07, 0.02, 0.05], [0.08, -0.01, 0.01], [0.02, -0.06, -0.02], [-0.05, -0.05, -0.10]]}


No. 3
{"formula": "C17H27NO4", "method": "wB97M-V/def2-TZVPD", "lumo_ha": 0.02796, "relative_energy_kj_mol": 281.3, "homo_ha": -0.332, "smiles": "CCO[C@H]1OC(C(=O)NC2CC2)=C[C@@H](C2CC2)[C@@H]1CCCO", "orbital_gap_ha": 0.36008, "species": ["C", "C", "O", "C", "O", "C", "C", "O", "N", "C", "C", "C", "C", "C", "C", "C", "C", "C", "C", "C", "C", "O", "H", "H", "H", "H", "H", "H", "H", "H", "H", "H", "H", "H", "H", "H", "H", "H", "H", "H", "H", "H", "H", "H", "H", "H", "H", "H", "H"], "xyz": [[3.1266, 1.2215, -1.2569], [1.9672, 0.5746, -0.5160], [1.1338, -0.0856, -1.4654], [-0.0890, -0.6017, -0.9770], [0.1346, -1.3775, 0.1781], [-0.0651, -0.7562, 1.3969], [0.8868, -1.1280, 2.4820], [0.8563, -0.6087, 3.5819], [1.7730, -2.0785, 2.1141], [2.7706, -2.5966, 2.9854], [4.1058, -2.9866, 2.4271], [3.1491, -4.0437, 2.9019], [-1.0803, 0.0856, 1.5746], [-2.0055, 0.3622, 0.4290], [-2.8464, 1.5931, 0.6907], [-3.9181, 1.5360, 1.7381], [-4.2907, 1.6370, 0.2910], [-1.1681, 0.5006, -0.8599], [-2.0825, 0.4950, -2.0923], [-1.3741, 0.7273, -3.4289], [-0.7999, 2.1338, -3.5964], [0.2735, 2.4138, -2.7333], [3.8466, 1.5980, -0.5359], [3.6119, 0.4872, -1.8944], [2.7794, 2.0482, -1.8702], [1.3966, 1.3323, 0.0360], [2.3519, -0.1579, 0.2050], [-0.3837, -1.3363, -1.7395], [1.6908, -2.4690, 1.1863], [2.7164, -2.1134, 3.9521], [4.9874, -2.7834, 3.0142], [4.2582, -2.8856, 1.3630], [3.3705, -4.5696, 3.8170], [2.6592, -4.6525, 2.1570], [-1.2309, 0.5577, 2.5295], [-2.6699, -0.5059, 0.3145], [-2.2877, 2.5186, 0.6158], [-4.0675, 2.3965, 2.3716], [-4.0838, 0.5947, 2.2396], [-4.7170, 0.7649, -0.1820], [-4.6975, 2.5684, -0.0729], [-0.6534, 1.4647, -0.8146], [-2.8343, 1.2742, -1.9598], [-2.6012, -0.4672, -2.1361], [-0.5638, 0.0055, -3.5567], [-2.0961, 0.5634, -4.2317], [-1.5648, 2.8882, -3.3890], [-0.4732, 2.2566, -4.6417], [0.7984, 1.6043, -2.6419]], "atomic_forces_ev_per_a": [[-0.40, -0.21, 0.11], [0.22, 0.13, 0.20], [0.09, -0.08, -0.18], [-0.17, 0.08, -0.68], [-0.03, -0.07, 0.46], [-0.59, 0.47, 0.00], [0.16, -0.09, -0.08], [-0.07, 0.07, 0.11], [0.02, -0.26, -0.40], [0.12, 0.02, 0.24], [0.11, 0.13, 0.04], [-0.09, -0.07, 0.12], [0.31, -0.36, -0.21], [0.21, 0.06, -0.05], [0.03, -0.21, -0.07], [0.02, 0.07, 0.13], [-0.09, 0.10, -0.12], [-0.18, -0.15, 0.30], [0.38, 0.07, -0.11], [-0.08, 0.32, 0.24], [-0.23, -0.18, -0.50], [0.46, -0.01, 0.27], [0.09, 0.07, 0.04], [0.10, -0.06, -0.05], [0.03, 0.12, -0.08], [0.02, -0.07, -0.02], [-0.11, 0.11, -0.07], [0.02, 0.19, 0.18], [-0.07, 0.13, 0.06], [0.10, -0.11, -0.04], [0.05, 0.02, 0.09], [-0.07, 0.02, -0.11], [0.03, -0.01, 0.10], [-0.07, 0.01, -0.11], [0.07, 0.01, 0.21], [-0.07, 0.00, 0.01], [-0.03, 0.09, 0.02], [0.00, 0.09, 0.00], [0.01, -0.14, 0.00], [0.04, -0.13, -0.03], [0.00, 0.09, 0.01], [-0.03, -0.11, 0.05], [-0.09, -0.05, 0.00], [-0.09, -0.02, 0.08], [0.01, -0.08, -0.15], [0.06, -0.05, -0.07], [-0.02, -0.06, -0.08], [-0.14, 0.04, 0.12], [-0.08, 0.08, 0.03]]}


> Which formula does entry 2 have?

C17H27NO3